C5H8N2O | wB97M-V/def2-TZVPD

Lowest unoccupied orbital energy in eV: 0.58
ΔE to the lowest compared entry with this formula, charge and spin in kcal per mole: 141.3
Spin multiplicity: 1
Total energy in Eh: -379.86305
Total charge: 0

```
16
Properties=species:S:1:pos:R:3:forces:R:3:lowdin_charge:R:1
O -3.056259 -0.422841 -0.184200 5.36 -0.86 1.60 -0.012
N 0.423753 -0.216225 -0.557208 4.31 0.50 0.99 -0.080
N 1.502810 -1.142922 0.088859 1.25 2.58 0.48 0.016
C -1.819509 -0.727861 0.027533 -6.13 1.45 -2.96 -0.200
C 0.941968 1.279676 -0.382732 -0.66 -1.24 1.17 -0.143
C 2.713427 -0.593214 0.127906 -1.30 -3.80 -0.75 -0.078
C -0.646136 0.035083 0.430586 0.97 -1.89 2.10 -0.354
C -0.380760 1.558584 0.442210 -0.75 -0.66 -1.66 -0.082
H 2.900228 0.157589 -0.611492 0.66 0.64 0.16 0.040
H -0.415254 1.918614 1.515326 0.07 0.58 -1.86 0.124
H 3.650338 -1.132215 0.595937 -2.37 0.83 -0.83 0.110
H -1.457745 -1.681991 -0.326786 -0.11 -0.98 0.08 0.112
H -0.984348 1.980851 -0.489492 0.13 -0.14 3.10 0.152
H 0.909297 1.781545 -1.367017 0.65 -0.12 0.72 0.104
H -0.440641 -0.738402 1.363318 0.17 2.53 -1.14 0.196
H 1.948320 1.297151 0.199221 -2.24 0.59 -1.20 0.096
```
Forces are in eV/Å.